No. 1
{
  "formula": "C3H8N2O2",
  "method": "ωB97M-V/def2-TZVPD",
  "relative_energy_ev": 0.899,
  "lumo_ha": 0.025,
  "smiles": "NC(=O)NCCO",
  "charge": 0,
  "spin_multiplicity": 1,
  "species": ["N", "C", "O", "N", "C", "C", "O", "H", "H", "H", "H", "H", "H", "H", "H"],
  "coordinates": [[-2.539559, -0.123457, 0.409087], [-1.159378, -0.028503, 0.527684], [-0.651382, 0.271089, 1.595307], [-0.501492, -0.317591, -0.661878], [0.969433, -0.456955, -0.682120], [1.718527, 0.832837, -0.265049], [1.826795, 0.955332, 1.121197], [-2.956591, 0.564037, 1.017900], [-2.943225, -0.116340, -0.521548], [-1.013399, -1.231340, -0.707416], [1.252158, -0.741259, -1.705985], [1.300352, -1.237274, 0.013241], [1.231419, 1.708142, -0.734776], [2.739640, 0.762983, -0.666457], [0.922635, 0.796334, 1.475769]],
  "atomic_forces_ev_per_a": [[0.044, 0.295, 0.062], [0.002, 1.129, 0.535], [-0.315, 0.167, -0.163], [-1.025, -1.667, 0.588], [0.262, 0.161, 0.259], [-0.176, -0.415, -0.572], [-0.107, 0.166, 0.198], [-0.327, -0.307, 0.200], [0.341, 0.101, 0.174], [1.151, 0.362, -1.666], [-0.184, 0.105, 0.309], [0.000, -0.027, -0.136], [0.087, -0.186, 0.103], [-0.257, 0.044, 0.055], [0.505, 0.072, 0.055]]
}


No. 2
{
  "formula": "C19H27IN7PdSbSe2",
  "method": "ωB97M-V/def2-TZVPD",
  "relative_energy_ev": 1.608,
  "lumo_ha": 0.148,
  "charge": -2,
  "spin_multiplicity": 1,
  "species": ["Pd", "Se", "N", "C", "C", "C", "C", "N", "C", "N", "H", "H", "H", "I", "C", "C", "N", "N", "C", "H", "H", "H", "C", "C", "Sb", "C", "C", "C", "C", "H", "H", "H", "H", "H", "H", "H", "H", "H", "H", "H", "H", "H", "H", "H", "Se", "N", "C", "C", "C", "C", "C", "N", "H", "H", "H", "H", "H", "H"],
  "coordinates": [[0.404155, -0.738429, 1.380344], [2.706272, -1.523773, 5.975818], [1.380932, -0.509633, 6.736310], [0.652841, 0.053975, 5.776212], [-0.428332, 0.914893, 5.967306], [-1.088705, 1.446547, 4.839721], [-0.700187, 1.122846, 3.579587], [0.359024, 0.264943, 3.331431], [1.005112, -0.232417, 4.369663], [2.067640, -1.058116, 4.277371], [-0.727473, 1.167859, 6.976638], [-1.927260, 2.123653, 4.961980], [-1.203372, 1.528166, 2.714939], [5.568769, -2.678342, 4.036488], [3.700379, -2.570455, 3.179442], [3.045044, -3.623127, 2.615257], [1.928119, -3.192823, 2.020581], [1.984187, -1.789109, 1.932359], [2.809347, -1.366098, 3.016327], [3.323924, -4.665173, 2.596914], [1.412684, -3.613768, 1.252093], [3.331058, -0.436603, 2.752222], [-1.431656, -1.473238, -5.401512], [-0.156562, -0.921713, -4.770132], [-0.560537, 0.078373, -2.887007], [1.492375, 0.359731, -2.290600], [2.473138, -0.698357, -2.778328], [-0.598229, 2.088468, -3.810456], [-1.997614, 2.513518, -4.243560], [-1.239176, -1.997702, -6.343381], [-2.151078, -0.678429, -5.614847], [-1.925643, -2.175942, -4.728795], [0.331921, -0.203007, -5.432489], [0.549819, -1.728265, -4.574602], [1.460464, 0.329688, -1.194948], [1.788046, 1.359253, -2.621298], [2.152383, -1.683460, -2.435622], [3.469554, -0.520114, -2.364836], [2.562967, -0.709798, -3.867513], [0.092473, 2.094370, -4.659338], [-0.203438, 2.780060, -3.063206], [-2.410400, 1.828875, -4.989200], [-2.028869, 3.518545, -4.678662], [-2.684856, 2.502937, -3.393937], [-0.040830, -2.396182, -0.420975], [-2.719722, -1.052800, 0.561185], [-2.345864, 0.229528, 0.388197], [-3.280013, 1.235948, 0.044660], [-2.856755, 2.524225, -0.132898], [-1.500057, 2.830729, 0.020717], [-0.658518, 1.801397, 0.368366], [-1.054319, 0.531463, 0.558981], [-3.585103, -1.308530, 0.112740], [-1.950784, -1.738902, 0.435925], [-4.317854, 0.958919, -0.085976], [-3.569254, 3.295997, -0.400085], [-1.114299, 3.831412, -0.110495], [0.404127, 1.967986, 0.514924]],
  "atomic_forces_ev_per_a": [[-0.286, -0.350, -0.066], [-0.011, 0.029, 0.156], [-0.015, -0.030, -0.006], [0.126, -0.074, -0.168], [-0.065, 0.087, 0.006], [0.024, -0.032, 0.072], [-0.033, 0.117, -0.072], [0.104, -0.034, -0.340], [-0.131, 0.244, 0.347], [-0.034, -0.365, -0.090], [-0.022, 0.017, 0.005], [-0.002, 0.007, 0.024], [0.019, -0.058, 0.127], [0.147, -0.005, 0.045], [-0.137, -0.172, -0.063], [0.072, -0.011, 0.012], [-0.211, 0.018, 0.090], [0.057, 0.143, -0.059], [0.190, 0.292, -0.040], [0.016, -0.016, -0.001], [0.091, -0.026, -0.056], [-0.030, -0.005, -0.057], [-0.009, 0.013, -0.039], [-0.034, -0.064, -0.053], [-0.175, 0.117, 0.232], [0.062, -0.028, 0.212], [-0.007, -0.004, 0.028], [-0.043, -0.071, -0.185], [0.003, 0.012, 0.012], [0.019, -0.004, -0.016], [-0.012, 0.025, 0.001], [-0.002, -0.024, 0.033], [0.038, -0.009, -0.024], [0.005, -0.023, 0.040], [0.028, 0.043, -0.146], [0.015, 0.028, 0.033], [-0.016, -0.023, 0.007], [0.025, 0.007, 0.009], [-0.014, 0.009, -0.032], [0.039, 0.036, -0.009], [0.013, 0.012, 0.063], [-0.004, -0.031, -0.027], [0.013, 0.029, -0.006], [-0.013, -0.010, 0.030], [0.420, 0.016, -0.126], [-0.438, 0.182, 0.171], [-0.256, -0.144, -0.185], [0.043, -0.004, -0.054], [0.024, 0.024, -0.015], [-0.027, -0.074, -0.033], [0.183, -0.044, -0.111], [0.230, 0.333, 0.311], [0.007, 0.004, 0.050], [0.131, -0.125, -0.085], [-0.016, 0.005, 0.025], [0.000, 0.009, 0.000], [-0.008, -0.011, -0.012], [-0.092, 0.016, 0.038]]
}


No. 3
{
  "formula": "C5H12O2",
  "method": "ωB97M-V/def2-TZVPD",
  "relative_energy_ev": 4.534,
  "lumo_ha": 0.025,
  "charge": 0,
  "spin_multiplicity": 1,
  "species": ["C", "O", "C", "C", "C", "C", "O", "H", "H", "H", "H", "H", "H", "H", "H", "H", "H", "H", "H"],
  "coordinates": [[1.498282, 1.274611, 1.006208], [0.281162, 0.832001, 0.586497], [0.245635, -0.470073, -0.023531], [0.415124, -1.544008, 1.038866], [-1.080212, -0.585478, -0.766573], [-1.245783, 0.427285, -1.898477], [-1.482478, 1.740551, -1.445022], [2.206913, 0.639348, 1.654880], [1.646463, 0.953895, 2.495444], [1.430782, 2.338539, 1.207206], [1.082616, -0.511047, -0.734613], [-0.377832, -1.472058, 1.791354], [1.383874, -1.461206, 1.542624], [0.366710, -2.532858, 0.574203], [-1.907768, -0.469094, -0.054588], [-1.142599, -1.601810, -1.177859], [-0.358110, 0.379958, -2.554366], [-2.112072, 0.154345, -2.510186], [-0.850708, 1.907100, -0.732067]],
  "atomic_forces_ev_per_a": [[-0.073, -0.366, 2.433], [0.036, -0.158, 0.075], [0.069, -0.161, -0.006], [0.011, -0.055, 0.007], [0.019, -0.007, 0.038], [0.014, -0.372, -0.171], [0.122, 0.149, 0.147], [0.557, -0.190, -1.820], [-1.198, 0.903, -0.678], [0.548, -0.024, 0.000], [-0.086, -0.052, 0.020], [0.095, 0.013, -0.124], [-0.141, -0.029, -0.069], [0.019, 0.086, 0.072], [0.116, -0.023, -0.068], [0.018, 0.167, 0.031], [-0.128, 0.069, 0.102], [0.121, 0.024, 0.074], [-0.118, 0.026, -0.065]]
}


No. 4
{
  "formula": "C4H9NO2",
  "method": "ωB97M-V/def2-TZVPD",
  "relative_energy_ev": 0.421,
  "lumo_ha": [-0.137, -0.284],
  "s_squared": 0.764,
  "charge": 1,
  "spin_multiplicity": 2,
  "species": ["C", "C", "N", "C", "C", "H", "H", "H", "H", "H", "H", "H", "O", "H", "H", "O"],
  "coordinates": [[2.066427, 0.114766, -0.586607], [1.280825, -1.096179, -0.615401], [0.031638, -0.757465, -0.881609], [-0.059287, 0.619547, -1.007900], [1.214058, 1.170041, -0.782223], [3.134240, 0.249868, -0.510831], [1.660579, -2.107236, -0.603923], [-0.853143, -1.257314, -0.737278], [-1.047471, 0.986810, -1.243858], [1.471895, 2.215348, -0.783504], [-0.419380, 1.315319, 1.167406], [-0.546509, 2.385141, 2.278304], [-0.829191, 1.501915, 2.015305], [-2.583927, -2.549971, 0.804078], [-2.273491, -1.049849, 1.080436], [-2.247260, -1.740741, 0.407603]],
  "atomic_forces_ev_per_a": [[0.034, 0.722, -0.099], [0.892, 0.006, -0.525], [-0.920, 0.934, 0.092], [-0.202, -1.011, 0.131], [0.052, 0.068, -0.129], [0.014, -0.510, 0.219], [-0.298, -0.084, 0.333], [0.224, -0.847, 0.018], [0.179, 0.539, 0.028], [-0.026, 0.025, -0.163], [0.185, 0.319, 0.180], [-0.001, -0.054, -0.072], [-0.192, -0.270, 0.004], [-0.058, 0.036, 0.063], [-0.223, -0.197, 0.211], [0.339, 0.325, -0.291]]
}


No. 5
{
  "formula": "C31H28BrINP2Pt",
  "method": "ωB97M-V/def2-TZVPD",
  "relative_energy_ev": 0.557,
  "lumo_ha": 0.093,
  "charge": -1,
  "spin_multiplicity": 1,
  "species": ["Pt", "C", "P", "C", "C", "C", "C", "C", "C", "C", "C", "C", "C", "C", "C", "C", "C", "C", "C", "C", "P", "C", "C", "C", "C", "C", "C", "C", "C", "C", "C", "C", "C", "N", "H", "H", "H", "H", "H", "H", "H", "H", "H", "H", "H", "H", "H", "H", "H", "H", "H", "H", "H", "H", "H", "H", "H", "H", "H", "H", "I", "C", "H", "H", "Br"],
  "coordinates": [[0.191815, -0.142945, 0.111544], [0.284465, 2.008424, -2.275104], [1.474103, 1.414345, -0.984467], [3.008861, 1.101918, -1.917091], [4.225379, 1.673701, -1.544491], [5.383291, 1.394264, -2.255015], [5.339317, 0.534966, -3.343268], [4.136192, -0.051543, -3.707955], [2.977771, 0.221886, -2.999089], [1.867084, 2.907454, -0.010014], [1.752928, 2.857238, 1.373564], [2.029286, 3.980511, 2.143024], [2.410145, 5.164271, 1.532432], [2.517557, 5.226378, 0.147868], [2.249587, 4.103567, -0.616532], [-1.057840, 2.041535, -1.613978], [-2.158909, 2.874277, -1.665888], [-3.067847, 2.410596, -0.680322], [-2.474416, 1.322208, -0.069367], [-2.801278, 0.491445, 1.141529], [-1.741753, -1.012434, 0.962026], [-2.825704, -1.947713, -0.175179], [-2.524220, -2.054974, -1.525055], [-3.414522, -2.684728, -2.386223], [-4.605932, -3.204260, -1.909152], [-4.917126, -3.093163, -0.558253], [-4.031984, -2.466063, 0.301310], [-1.838009, -1.961025, 2.506243], [-1.774837, -1.304051, 3.733040], [-1.734527, -2.025126, 4.916612], [-1.749874, -3.412117, 4.884373], [-1.797953, -4.072741, 3.665380], [-1.833141, -3.353578, 2.482491], [-1.275489, 1.085648, -0.672643], [0.327097, 1.264028, -3.076802], [0.597239, 2.968645, -2.686166], [4.277637, 2.337656, -0.691840], [6.320542, 1.844523, -1.952391], [6.243158, 0.310749, -3.896399], [4.096960, -0.748133, -4.535568], [2.059479, -0.290559, -3.254919], [1.427279, 1.931384, 1.834956], [1.937630, 3.928804, 3.220646], [2.619251, 6.042017, 2.131446], [2.809348, 6.151187, -0.333982], [2.346149, 4.153888, -1.694983], [-2.285630, 3.730599, -2.311127], [-4.021886, 2.846092, -0.424106], [-3.851994, 0.202916, 1.202488], [-2.530924, 1.019510, 2.060459], [-1.580673, -1.676034, -1.896224], [-3.159760, -2.772661, -3.434701], [-5.293898, -3.697844, -2.585083], [-5.847324, -3.495679, -0.176164], [-4.279165, -2.384766, 1.353978], [-1.741703, -0.221468, 3.768215], [-1.682226, -1.503167, 5.863946], [-1.710556, -3.975989, 5.807921], [-1.785030, -5.154595, 3.631987], [-1.841249, -3.875295, 1.534095], [1.754832, -3.074848, 1.791184], [1.648613, -0.948109, 1.351515], [1.562076, -0.532263, 2.357037], [2.663077, -0.762863, 1.000393], [0.926696, -2.249541, -1.900227]],
  "atomic_forces_ev_per_a": [[-0.180, 0.034, 0.561], [0.007, -0.097, 0.024], [0.064, 0.021, -0.094], [0.099, 0.027, 0.152], [-0.017, -0.025, 0.029], [0.023, -0.021, -0.031], [-0.003, 0.003, 0.011], [0.043, -0.011, -0.020], [-0.074, 0.050, -0.030], [-0.096, 0.024, -0.061], [-0.022, -0.037, 0.019], [-0.001, -0.001, 0.024], [0.005, 0.011, -0.001], [0.002, 0.009, 0.005], [0.002, -0.013, -0.022], [-0.018, -0.155, -0.030], [0.068, 0.176, -0.032], [-0.124, 0.040, 0.113], [0.072, -0.084, -0.093], [0.052, 0.002, -0.046], [-0.088, -0.063, -0.014], [0.047, -0.089, 0.066], [0.057, 0.045, 0.002], [-0.020, -0.014, -0.030], [0.003, 0.004, -0.004], [-0.002, 0.001, -0.014], [-0.007, 0.000, 0.026], [0.007, 0.147, 0.102], [0.005, 0.004, -0.011], [0.002, -0.016, 0.018], [-0.004, 0.007, -0.002], [0.005, -0.015, 0.029], [-0.032, 0.024, -0.028], [0.051, 0.056, -0.081], [0.010, -0.001, 0.006], [-0.038, 0.028, 0.023], [-0.011, 0.007, 0.008], [0.004, 0.002, 0.004], [0.007, 0.004, 0.000], [-0.002, 0.000, -0.003], [0.009, 0.002, 0.006], [0.006, 0.004, -0.012], [0.002, 0.003, 0.002], [0.000, 0.002, 0.000], [0.001, 0.002, -0.001], [0.004, 0.003, 0.000], [-0.011, -0.016, -0.019], [-0.013, -0.010, -0.018], [-0.006, 0.021, -0.004], [0.025, -0.007, -0.001], [0.023, -0.004, 0.000], [-0.002, -0.001, -0.001], [-0.004, -0.002, 0.003], [-0.001, 0.000, 0.000], [0.003, -0.001, 0.000], [0.003, -0.007, -0.013], [-0.002, 0.001, 0.000], [-0.001, -0.007, 0.000], [0.000, -0.005, 0.004], [0.001, 0.006, -0.005], [-0.073, 0.025, -0.019], [0.159, 0.004, -0.145], [0.002, 0.006, -0.013], [-0.018, -0.005, -0.011], [-0.002, -0.101, -0.326]]
}


| no. | energy (eV) | M (g/mol) |
| --- | --- | --- |
| 1 | -10316.05353 | 104.1 |
| 2 | -179380.54474 | 866.5 |
| 3 | -9470.60180 | 104.1 |
| 4 | -9870.78112 | 103.1 |
| 5 | -134063.67133 | 878.4 |